Molecular formula: C26H81N6O11
Method: DFT, wB97M-V/def2-TZVPD

Each line ends with the Löwdin charge.
Geometry (Å):
H1 5.10960 5.50717 26.18716  0.08
H2 4.63897 2.89452 26.03471  0.05
H3 6.93480 3.04922 30.09616  0.07
H4 -1.79681 0.10826 27.99703  0.10
C1 3.08827 -3.29853 25.00989  -0.20
H5 1.43705 -2.30258 22.33852  0.09
H6 -3.80001 3.11527 25.43269  0.10
H7 5.25681 -4.56260 26.45051  0.09
C2 4.80404 -3.64797 26.83339  -0.05
C3 5.17324 -3.31136 32.11474  -0.23
C4 -1.19818 0.93787 28.38923  -0.06
N1 -3.11400 3.75748 25.82645  0.05
N2 -0.84211 4.19978 32.59488  0.04
C5 2.35976 2.68102 27.73380  -0.40
H8 -3.36898 4.67503 25.48627  0.10
H9 4.81656 -1.66252 29.39157  0.07
H10 1.49876 3.09593 28.29252  0.08
H11 3.73244 1.03556 27.97219  0.05
H12 -1.40845 2.83701 25.97969  0.11
H13 4.04223 -1.24660 33.60022  0.05
H14 2.96531 3.59709 27.79664  0.10
H15 8.03406 2.88825 35.49475  0.07
H16 3.36992 -3.44429 33.15094  0.14
H17 0.26682 2.61345 25.98309  0.11
H18 1.75070 0.45600 33.63890  0.09
H19 7.22868 4.33063 28.24401  0.13
H20 -2.68722 4.55178 27.70290  0.14
H21 6.81600 5.82757 26.08825  0.08
C6 5.41133 1.27832 32.58061  -0.12
H22 5.65754 -1.76778 34.03404  0.09
N3 5.58165 2.68534 25.69752  0.07
H23 6.26254 -3.21066 32.19193  0.13
H24 -0.58102 3.59584 33.36722  0.07
N4 8.70567 2.70191 34.74712  0.03
H25 -3.17277 2.49734 29.06393  0.14
H26 5.79837 1.77077 26.07170  0.02
N5 3.76822 -1.47530 26.44838  0.05
C7 9.13812 3.23500 32.40979  -0.05
H27 8.24779 4.54150 33.93729  0.14
H28 0.82589 -3.49653 23.38680  0.09
H29 5.56318 3.82372 28.22085  0.12
H30 10.06366 3.80258 32.39877  0.08
N6 4.90834 -4.46800 34.29203  0.05
C8 -0.45210 3.51641 31.33970  -0.44
C9 1.95032 1.33671 33.03202  -0.11
C10 1.77452 -3.09107 23.00900  -0.11
H31 2.27629 -3.90801 22.48741  0.09
H32 1.64735 3.59068 31.76691  0.14
H33 2.25950 -3.41453 25.72638  0.14
H34 2.09890 0.70001 28.62650  0.06
H35 -5.43127 3.36832 27.35519  0.09
H36 3.30328 -4.27240 24.55670  0.14
H37 4.64097 -5.37609 33.91444  0.07
H38 -3.66276 1.64264 27.58193  0.14
H39 7.26899 1.27487 30.05012  0.09
H40 -1.23134 2.74366 31.25981  0.12
H41 8.43716 1.75650 34.45979  0.06
H42 4.28335 -2.01193 35.17021  0.08
O1 2.03077 2.44591 26.39267  -0.35
H43 6.43595 3.65209 32.34330  0.11
H44 5.67920 0.33836 32.08864  0.08
H45 4.07818 -3.90817 27.60981  0.09
C11 6.05110 5.08781 25.83038  -0.06
O2 -0.56113 2.77723 25.41193  0.20
H46 2.62025 2.01862 33.56783  0.09
C12 -0.51803 4.46684 30.15617  -0.05
C13 -4.73332 4.17650 27.58896  -0.06
C14 6.55019 3.59682 27.79978  -0.18
H47 -0.36214 3.89712 29.23713  0.05
H48 3.10677 1.73175 29.52062  0.05
H49 4.59456 -0.93319 26.73452  0.05
H50 -1.35688 1.00596 29.47069  0.09
H51 4.23908 -4.38135 35.05871  0.07
H52 1.42214 0.01849 24.71110  0.13
H53 5.86749 -3.05975 29.72481  0.08
H54 -5.02509 5.12307 27.13899  0.09
H55 5.69921 1.91687 29.80625  0.06
H56 -0.14949 0.74354 28.17828  0.07
O3 -1.62474 2.16606 27.82313  -0.25
H57 5.57426 -3.12904 27.40840  0.06
H58 2.50891 0.99374 32.14952  0.08
O4 6.18427 0.00026 26.68182  -0.07
H59 6.69033 0.49323 27.35947  0.05
C15 4.59928 -2.02101 34.12714  -0.06
H60 4.90409 1.89425 31.82612  0.07
H61 5.08251 -4.30138 31.63836  0.12
C16 0.87995 2.83390 31.54779  -0.21
H62 8.61842 3.43671 31.46730  0.05
C17 6.76436 3.11308 33.24252  -0.21
O5 2.61772 -2.48259 23.94985  -0.21
C18 4.23762 -2.70522 25.78466  -0.40
O6 2.54465 4.11006 24.02365  -0.07
C19 5.51166 -2.10265 30.10997  -0.11
H63 -1.54807 4.82866 30.14377  0.07
H64 2.83490 -0.48894 25.38735  0.10
H65 2.02971 3.61366 23.38109  0.02
C20 6.45431 3.69064 26.27732  -0.43
C21 -3.01252 2.43044 27.98367  -0.19
H66 2.36731 1.08823 25.45366  0.09
H67 -0.65872 2.08905 24.73842  0.15
H68 9.32147 2.15996 32.36904  0.08
C22 8.20459 3.50691 33.59285  -0.41
H69 2.55918 3.55199 24.82703  -0.01
H70 0.15115 5.32067 30.22963  0.09
H71 1.22804 2.31166 30.64684  0.10
H72 6.04254 5.13831 24.74080  0.08
H73 -4.86137 4.37497 28.66079  0.09
H74 6.08580 3.36450 34.06700  0.13
C23 4.42955 -3.36990 33.42857  -0.45
H75 6.77616 -0.70840 26.39493  0.08
O7 7.01368 2.28707 28.19099  -0.20
O8 6.69540 1.73209 32.93036  -0.20
H76 6.30558 -1.37614 30.29519  0.08
O9 4.67945 -2.30733 31.23707  -0.20
C24 -3.29769 3.73802 27.30467  -0.42
O10 2.34940 0.25709 24.84894  0.17
H77 -1.85149 4.27667 32.62558  0.07
H78 3.25225 -1.71276 27.29154  0.10
C25 2.87075 1.46358 28.48638  -0.09
H79 5.02092 -2.41348 25.07859  0.15
H80 7.44754 3.42931 25.89390  0.14
O11 0.76491 1.97136 32.65273  -0.18
H81 4.75142 1.09425 33.43221  0.08
C26 6.75662 2.10671 29.56958  -0.11

Computed properties:
Charge   +1
Energy above the lowest of the compared OMol25 structures with the same formula, charge and spin   0.0 kcal/mol
LUMO level   -3.19 eV
2S+1   1
F_max   0.0494 Eh/bohr
Orbital gap   7.60 eV